# 1
# C62H173N22O14P5

13 unconnected molecules or ions with the total composition C62H173N22O14P5 (the ωB97M-V functional and the def2-TZVPD basis, the Open Molecules 2025 dataset).

Properties
HOMO: -0.303 hartree
LUMO level: 0.12 eV
Spin multiplicity: 1

Cartesian coordinates (Å):
O -2.8099 -0.0203 -0.2160
P -1.5244 0.2292 0.5626
N -0.7290 1.6776 0.1818
C -1.4180 2.6731 -0.6224
C 0.5281 2.1838 0.6470
N -0.3546 -0.9740 0.3004
C -0.5241 -2.4281 0.7198
C 0.5927 -0.7929 -0.8262
N -1.5937 0.2011 2.2727
C -0.3214 0.2889 3.0808
C -2.8859 0.2141 2.9351
H -2.2403 2.1927 -1.1526
H -0.7196 3.0779 -1.3550
H -1.9154 3.4270 -0.0122
H 1.0766 2.6928 -0.1455
H 1.1519 1.4179 1.1079
H 0.2850 3.0106 1.3144
H -1.0776 -2.9871 -0.0348
H 0.4304 -2.9540 0.6975
H -0.9219 -2.3929 1.7340
H 0.5859 -1.5683 -1.5922
H 0.4352 0.1355 -1.3751
H 1.5871 -0.9319 -0.4020
H -0.4126 0.0219 4.1337
H 0.4386 -0.3974 2.7073
H -0.0328 1.3382 3.0200
H -3.1057 1.1392 3.4681
H -3.0162 -0.7364 3.4523
H -3.6014 0.1745 2.1138
O -8.1628 10.3271 -0.9364
P -6.8332 10.8726 -0.9699
N -6.7699 12.6238 -1.0328
C -7.9632 13.4444 -0.8247
C -5.5306 13.3684 -1.2683
N -5.9281 10.2622 -2.3783
C -6.0143 10.9204 -3.6480
C -5.2408 9.0023 -2.2871
N -5.8978 10.5154 0.4491
C -4.4436 10.8306 0.4967
C -6.5805 10.5841 1.7301
H -7.7466 14.5126 -0.8302
H -8.5272 13.1471 0.0594
H -8.5332 13.3582 -1.7497
H -5.1807 14.0300 -0.4760
H -5.6800 13.7592 -2.2748
H -4.6825 12.7075 -1.4477
H -6.0914 10.2366 -4.4934
H -6.9626 11.4410 -3.7814
H -5.1374 11.5373 -3.8446
H -4.5137 8.8627 -1.4872
H -5.8901 8.1832 -1.9778
H -4.8123 8.5865 -3.1990
H -3.9537 9.8941 0.7633
H -4.2561 11.1688 -0.5224
H -4.1997 11.6882 1.1237
H -7.3948 9.8596 1.7457
H -7.1035 11.5116 1.9630
H -5.9251 10.4211 2.5856
O 1.1854 -8.9034 -9.0397
P 2.5005 -8.1733 -8.9570
N 3.8608 -9.1232 -9.0296
C 4.3227 -9.5402 -10.3922
C 4.1014 -10.2526 -7.9484
N 2.6520 -7.4307 -7.4291
C 3.9990 -6.9154 -6.9483
C 1.4932 -6.8299 -6.7860
N 2.9232 -6.9234 -10.0840
C 2.1083 -6.7449 -11.2314
C 4.1092 -6.0694 -10.0498
H 3.7025 -9.0411 -11.1367
H 4.1947 -10.6223 -10.4213
H 5.3751 -9.2797 -10.5042
H 4.0411 -9.8590 -6.9337
H 5.1474 -10.5323 -8.0733
H 3.4586 -11.1233 -8.0784
H 4.6554 -7.6299 -6.4515
H 4.4994 -6.3734 -7.7508
H 3.8264 -6.1470 -6.1947
H 0.6536 -7.5082 -6.9379
H 1.7824 -6.8726 -5.7359
H 1.2891 -5.8808 -7.2817
H 2.5361 -7.1123 -12.1642
H 1.2326 -7.3896 -11.1564
H 1.7771 -5.7147 -11.3622
H 4.8767 -6.6678 -9.5589
H 3.8094 -5.1950 -9.4722
H 4.5043 -5.8208 -11.0348
O 10.0471 3.6154 3.8229
P 8.6564 3.0761 3.6855
N 7.8962 2.7760 5.1691
C 8.0919 3.6648 6.3458
C 6.9750 1.6462 5.2858
N 8.5235 1.5647 2.8501
C 7.4087 1.1526 1.9069
C 9.4898 0.5281 3.1038
N 7.5639 4.1303 2.8668
C 6.1513 4.1593 3.1129
C 8.0993 4.7348 1.6569
H 8.0032 3.1220 7.2869
H 7.3826 4.4924 6.3449
H 9.0238 4.2230 6.4351
H 7.3444 0.8621 5.9467
H 6.8401 1.1418 4.3290
H 5.9496 1.9647 5.4733
H 6.9463 0.2040 2.1797
H 6.5974 1.8798 1.9402
H 7.7242 1.1264 0.8639
H 9.3023 -0.3489 2.4842
H 10.5063 0.8602 2.8928
H 9.3979 0.1093 4.1059
H 5.4981 3.3145 2.8946
H 6.0569 4.4831 4.1494
H 5.7512 4.9040 2.4249
H 7.7437 5.7646 1.6230
H 7.7530 4.2042 0.7700
H 9.1893 4.7324 1.6532
O 4.3653 -4.1044 9.3773
P 3.4586 -5.1789 9.9299
N 4.0406 -6.1643 11.2774
C 5.4534 -6.5106 11.4551
C 3.0993 -6.8186 12.2635
N 3.0637 -6.2929 8.7789
C 3.1133 -7.7656 9.0059
C 2.4512 -5.9050 7.4738
N 1.9912 -4.3489 10.3661
C 0.6269 -4.9750 10.5020
C 1.8100 -2.7946 10.5487
H 5.9573 -6.4963 10.4887
H 5.4993 -7.4587 11.9909
H 5.9101 -5.8544 12.1961
H 3.4904 -7.3417 13.1362
H 2.3970 -7.5378 11.8422
H 2.5051 -5.9822 12.6316
H 2.1740 -8.2964 8.8511
H 3.7927 -8.1675 8.2543
H 3.6850 -7.9438 9.9167
H 2.8582 -6.4938 6.6517
H 1.3790 -6.0528 7.6023
H 2.6904 -4.8548 7.3066
H 0.6063 -6.0014 10.1358
H 0.3486 -5.0456 11.5534
H -0.1406 -4.4448 9.9381
H 2.6909 -2.3928 10.0481
H 1.9479 -2.4655 11.5786
H 0.8627 -2.4951 10.1003
O -8.5215 -1.6554 5.2499
C -8.4912 -2.1713 6.3665
O -9.3721 -3.0371 6.7916
C -9.0373 -3.5965 8.0801
C -8.0650 -2.5092 8.6505
C -7.4859 -1.8661 7.3792
H -8.4806 -4.5313 8.0141
H -9.8231 -3.6842 8.8304
H -7.3449 -2.8568 9.3914
H -8.7440 -1.7972 9.1195
H -6.5904 -2.4080 7.0751
H -7.2074 -0.8130 7.4200
C 1.1543 7.4638 8.6064
C 0.6435 6.2767 7.7465
C -0.1436 6.7438 6.4987
O -0.8035 5.6647 5.9859
C -2.0947 5.6339 6.5783
N 1.7788 5.4772 7.2944
H 1.7288 8.2212 8.0731
H 1.6267 7.0580 9.5010
H 0.4234 8.0462 9.1674
H -0.0594 5.6285 8.2698
H 0.5891 7.0694 5.7603
H -0.8400 7.5751 6.6081
H -2.5994 4.9636 5.8826
H -2.5633 6.6100 6.4533
H -1.9466 5.2682 7.5944
H 1.3966 4.8853 6.5707
H 2.5304 6.0151 6.8872
C -1.5871 -9.9783 1.8901
C -0.2798 -9.3660 1.3512
C 1.2324 -9.9628 1.7418
O 2.2583 -9.1636 1.1112
C 3.4922 -9.6123 1.5285
N -0.2428 -9.4256 -0.0510
H -1.4905 -11.0426 1.6754
H -2.4183 -9.4630 1.4087
H -1.7423 -9.7224 2.9382
H -0.2846 -8.3208 1.6606
H 1.2580 -10.9974 1.3995
H 1.2656 -9.9698 2.8312
H 3.7456 -9.3265 2.5494
H 4.3126 -9.2558 0.9057
H 3.5207 -10.6999 1.5947
H -0.4937 -10.3288 -0.4267
H 0.6899 -9.3685 -0.4343
C -6.3545 -5.0842 0.8588
C -7.7395 -5.7326 0.8493
C -8.2166 -6.5061 2.1669
O -9.3896 -7.2410 2.1930
C -9.1474 -8.6977 1.9334
N -8.5284 -4.5504 0.7554
H -6.0894 -4.5275 -0.0400
H -5.6971 -5.9535 0.8417
H -6.1023 -4.5364 1.7667
H -7.8468 -6.2188 -0.1203
H -8.2504 -5.8926 3.0672
H -7.3914 -7.1958 2.3446
H -8.5207 -9.0832 2.7376
H -8.6360 -8.9420 1.0023
H -10.1542 -9.1091 1.8606
H -9.4794 -4.8806 0.8364
H -8.5455 -3.8910 1.5203
C -9.9279 3.6591 1.0579
C -8.3667 3.4634 0.8169
C -7.3944 4.1329 1.8413
O -7.8339 3.8334 3.1615
C -8.3791 4.9872 3.8586
N -8.1168 2.0322 0.7622
H -10.1797 3.3557 2.0740
H -10.5596 3.0211 0.4398
H -10.3229 4.6646 0.9125
H -8.2903 3.8826 -0.1863
H -7.3222 5.1977 1.6199
H -6.3747 3.7575 1.7562
H -7.7179 5.7703 4.2296
H -8.6433 4.6338 4.8554
H -9.2558 5.2728 3.2773
H -8.1498 1.8968 1.7625
H -7.1284 1.9553 0.5690
C 6.2279 5.2688 -10.9676
C 4.7558 4.8409 -10.7901
C 4.1048 5.5650 -9.5971
O 3.7946 4.6159 -8.5751
C 3.1785 5.3263 -7.4611
N 3.9982 4.9373 -12.0605
H 6.6725 4.7502 -11.8170
H 6.9019 4.9598 -10.1687
H 6.3579 6.3445 -11.0868
H 4.7052 3.7688 -10.5996
H 3.2325 6.1035 -9.9675
H 4.7685 6.2852 -9.1186
H 2.9163 4.6774 -6.6255
H 2.3814 5.9598 -7.8501
H 3.9266 5.9219 -6.9380
H 4.4500 4.3208 -12.7208
H 4.4672 5.7893 -12.3330
C 4.9863 -0.5511 -6.8770
C 6.0351 -0.2082 -5.8233
C 7.5759 -0.0838 -6.3585
O 8.0203 -1.2166 -7.1766
C 9.1754 -0.8918 -8.0699
N 5.6330 1.0256 -5.2164
H 5.3549 -1.3486 -7.5222
H 4.9067 0.2981 -7.5558
H 4.0168 -0.8363 -6.4686
H 6.1395 -1.0404 -5.1271
H 8.1556 0.0970 -5.4534
H 7.6269 0.8368 -6.9399
H 10.0110 -0.9253 -7.3710
H 9.0361 0.0914 -8.5196
H 9.3125 -1.4967 -8.9663
H 4.7371 0.6593 -4.9276
H 5.4624 1.6168 -6.0174
C -2.3367 1.8204 -10.9681
C -2.0015 1.6813 -9.5507
C -1.3968 0.3775 -9.0711
O -1.1893 0.4159 -7.6904
C -2.3409 0.4036 -6.7793
N -1.1191 2.8021 -9.1774
H -2.9961 2.6800 -11.0878
H -2.8348 0.9193 -11.3260
H -1.4006 1.9742 -11.5050
H -2.9508 1.8699 -9.0494
H -0.4017 0.2733 -9.5035
H -2.1378 -0.4109 -9.2033
H -2.2996 0.8294 -5.7767
H -2.7565 -0.5933 -6.6324
H -3.2421 0.8695 -7.1780
H -0.4425 3.0138 -9.8967
H -0.6304 2.6723 -8.3030

Here are the Löwdin charges for atoms 1 to 2, given in e: -0.32, 0.60

# 2
# C4H12N2O

A gas-phase ion, C4H12N2O (charge +1) (the ωB97M-V functional and the def2-TZVPD basis, the Open Molecules 2025 dataset).

Properties
Energy relative to the best compared isomer or geometry (same formula, charge and spin): 50.7 kcal/mol
HOMO (spin up / spin down): -0.541 / -0.517 hartree
LUMO level (spin up / spin down): -2.87 / -8.50 eV
Spin multiplicity: 2
Net charge: +1

Cartesian coordinates (Å):
C -0.9893 0.4740 0.9360
N -2.4893 0.8077 1.1119
C -0.5354 -0.0051 -0.4209
C -1.1202 0.8084 -1.6733
N 0.9101 -0.0443 -0.5702
C 1.4697 -1.1272 0.1698
O 2.8341 -1.0158 0.4602
H -0.8120 -0.3449 1.6573
H -0.3956 1.2474 1.4160
H -2.4862 1.7952 1.3509
H -3.0701 0.7889 0.2611
H -0.9824 -0.9725 -0.5205
H -1.0104 1.8915 -1.5696
H -0.6073 0.5731 -2.5988
H -2.2386 0.5904 -1.5722
H 1.1849 0.9355 -0.4255
H 1.3288 -2.0456 -0.4661
H 1.0635 -1.3593 1.1555
H 3.2247 -1.1649 -0.4122

Here are the Löwdin charges for atoms 1 to 2, given in e: -0.17, 0.09

# 3
# C2H2O2S2

A single C2H2O2S2 molecule (the ωB97M-V functional and the def2-TZVPD basis, the Open Molecules 2025 dataset).

Properties
Energy relative to the best compared isomer or geometry (same formula, charge and spin): 18.1 kcal/mol
HOMO: -0.339 hartree
LUMO level: -0.98 eV
SMILES: O=C(S)C(O)=S
Spin multiplicity: 1

Cartesian coordinates (Å):
O -1.1014 -1.4625 -0.3758
C -0.5014 -0.4720 -0.0969
S -1.1761 0.8481 0.8872
C 0.9294 -0.0664 -0.5852
O 1.5043 0.8788 0.0816
S 1.5517 -0.8501 -1.8881
H -2.1676 -0.0151 1.1553
H 0.9609 1.1392 0.8220

Here are the Löwdin charges for atoms 1 to 2, given in e: 0.04, -0.78